The following is a quantum chemistry calculation of a structure of composition C20H17MnO2PS5Sb in a non-equilibrium geometry, from OMol25.

Properties
2S+1	5
frontier orbital gap (alpha / beta)	6.48 / 6.51	eV
charge	-2

```
47
C20H17MnO2PS5Sb | OMol25 | ωB97M-V/def2-TZVPD
Mn -1.806 -0.628 1.887
S -6.481 -1.921 2.910
Sb -5.096 -1.102 1.317
S -3.059 -2.338 1.070
S -3.706 0.662 2.146
S -6.040 -0.617 -0.695
O 0.574 2.616 2.817
C -0.168 1.857 2.213
O -0.708 0.785 2.735
C -0.528 2.135 0.765
P -0.955 0.584 -0.101
C 0.642 -0.067 -0.721
C 0.614 -1.279 -1.413
C 1.790 -1.842 -1.891
C 3.010 -1.214 -1.657
C 3.050 -0.034 -0.936
C 1.867 0.535 -0.469
C -1.732 1.180 -1.652
C -0.979 1.667 -2.723
C -1.607 2.132 -3.870
C -2.996 2.095 -3.966
C -3.749 1.601 -2.913
C -3.122 1.151 -1.753
H 0.239 2.729 0.277
H -1.458 2.707 0.779
H -0.332 -1.792 -1.549
H 1.757 -2.785 -2.425
H 3.931 -1.663 -2.014
H 3.998 0.435 -0.709
H 1.911 1.449 0.111
H 0.104 1.674 -2.661
H -1.015 2.516 -4.693
H -3.484 2.443 -4.870
H -4.828 1.528 -2.980
H -3.727 0.761 -0.941
S -0.175 -2.340 2.221
C 1.515 -1.800 2.312
C 1.960 -0.687 3.039
C 3.312 -0.364 3.097
C 4.264 -1.146 2.450
C 3.837 -2.260 1.739
C 2.486 -2.577 1.666
H 1.242 -0.080 3.564
H 3.618 0.508 3.666
H 5.317 -0.892 2.501
H 4.560 -2.888 1.228
H 2.154 -3.434 1.092
```

Atomic partial charges in e from the Mulliken method, atoms 1 to 6: atom 1 (Mn): -0.235, atom 2 (S): -0.723, atom 3 (Sb): 0.838, atom 4 (S): -0.434, atom 5 (S): -0.559, atom 6 (S): -0.707

***

The following is a quantum chemistry calculation of the molecule C20H17N3 in a non-equilibrium geometry, from OMol25.

Properties
2S+1	1
frontier orbital gap	7.34	eV
SMILES string	CC1=NNc2nc3ccccc3c(C)c2C(c2ccccc2)=C1

```
40
C20H17N3 | OMol25 | ωB97M-V/def2-TZVPD
C -0.863 4.099 2.320
C -0.095 2.874 1.844
N 1.172 3.051 1.479
N 1.896 1.964 1.205
C 1.546 1.169 0.131
N 2.578 1.022 -0.705
C 2.426 0.244 -1.760
C 3.523 0.053 -2.612
C 3.399 -0.705 -3.787
C 2.197 -1.307 -4.125
C 1.090 -1.154 -3.269
C 1.219 -0.394 -2.087
C 0.142 -0.196 -1.224
C -1.239 -0.610 -1.657
C 0.320 0.495 -0.011
C -0.615 0.502 1.102
C -1.307 -0.763 1.449
C -0.573 -1.978 1.478
C -1.189 -3.144 1.879
C -2.573 -3.199 2.149
C -3.300 -2.008 2.162
C -2.676 -0.788 1.806
C -0.790 1.591 1.929
H -1.945 3.976 2.210
H -0.548 4.948 1.708
H -0.654 4.332 3.395
H 2.893 2.149 1.223
H 4.449 0.536 -2.319
H 4.282 -0.788 -4.424
H 2.069 -1.834 -5.098
H 0.117 -1.567 -3.615
H -2.004 -0.066 -1.063
H -1.321 -0.325 -2.711
H -1.436 -1.665 -1.500
H 0.475 -1.940 1.274
H -0.563 -4.057 1.958
H -3.011 -4.172 2.436
H -4.386 -2.026 2.339
H -3.199 0.177 1.786
H -1.507 1.505 2.707
```

Atomic partial charges in e from the Mulliken method, atoms 1 to 6: atom 1 (C): -1.282, atom 2 (C): -0.020, atom 3 (N): -0.794, atom 4 (N): 0.004, atom 5 (C): 0.081, atom 6 (N): -0.670

***

The following is a quantum chemistry calculation of a structure of composition C20H17N6O2OsS, from OMol25.

Properties
2S+1	1
frontier orbital gap (alpha / beta)	6.30 / 6.27	eV
charge	+1

```
47
C20H17N6O2OsS | OMol25 | ωB97M-V/def2-TZVPD
Os -0.007 0.013 0.072
O 1.030 3.078 2.274
C 0.873 1.959 1.868
N 0.911 1.604 0.508
C 0.927 2.687 -0.469
C 0.387 2.175 -1.782
C 0.381 2.960 -2.922
C -0.096 2.427 -4.105
C -0.544 1.114 -4.127
C -0.515 0.383 -2.960
N -0.070 0.906 -1.808
C 0.587 0.781 2.755
C 0.713 0.854 4.123
C 0.480 -0.297 4.865
C 0.152 -1.470 4.209
C 0.035 -1.465 2.827
N 0.230 -0.353 2.123
H 1.939 3.075 -0.605
H 0.314 3.513 -0.099
H 0.752 3.974 -2.873
H -0.114 3.028 -5.004
H -0.916 0.660 -5.033
H -0.867 -0.638 -2.914
H 0.992 1.795 4.576
H 0.566 -0.279 5.943
H -0.017 -2.388 4.752
H -0.228 -2.350 2.263
N 0.431 -3.581 -2.378
C 0.035 -2.661 -1.473
S 1.297 -1.815 -0.592
N -1.228 -2.499 -1.242
N -1.464 -1.513 -0.270
C -2.551 -1.676 0.392
C -3.037 -0.746 1.384
C -4.039 -1.129 2.280
C -4.543 -0.224 3.192
C -4.066 1.085 3.189
C -3.093 1.496 2.292
C -2.565 0.577 1.391
O -1.683 0.977 0.460
H 1.401 -3.823 -2.460
H -0.259 -4.227 -2.727
H -3.131 -2.566 0.161
H -4.416 -2.144 2.249
H -5.314 -0.521 3.888
H -4.464 1.801 3.896
H -2.738 2.517 2.275
```

Atomic partial charges in e from the Mulliken method, atoms 1 to 6: atom 1 (Os): 0.667, atom 2 (O): -0.598, atom 3 (C): -0.060, atom 4 (N): 0.230, atom 5 (C): -0.717, atom 6 (C): 0.501

***

The following is a quantum chemistry calculation of a structure of composition C20H17NO6SZr in a non-equilibrium geometry, from OMol25.

Properties
2S+1	1
frontier orbital gap	6.87	eV

```
46
C20H17NO6SZr | OMol25 | ωB97M-V/def2-TZVPD
Zr 0.034 -0.468 0.406
C -1.036 -3.884 -1.844
C -0.111 -2.940 -1.148
O -0.487 -2.509 -0.026
C 1.150 -2.538 -1.735
C 1.463 -2.995 -3.040
C 2.657 -2.711 -3.642
C 3.607 -1.954 -2.939
C 3.354 -1.494 -1.673
C 2.125 -1.760 -1.052
O 1.908 -1.244 0.153
H -1.935 -3.995 -1.247
H -0.563 -4.858 -1.985
H -1.297 -3.494 -2.828
H 0.731 -3.580 -3.577
H 2.866 -3.059 -4.643
H 4.556 -1.715 -3.404
H 4.072 -0.898 -1.127
O -1.324 -0.139 -1.308
S -0.813 1.299 -1.144
O -1.328 2.258 -2.045
O 0.685 1.054 -1.134
O -1.058 1.482 0.338
C -3.953 -0.044 4.233
C -2.828 0.429 4.892
C -1.559 0.277 4.348
C -1.402 -0.376 3.129
C -2.534 -0.860 2.475
C -3.799 -0.686 3.011
N -0.164 -0.516 2.464
C 1.041 -0.033 3.050
C 1.582 -0.598 4.207
C 2.807 -0.165 4.676
C 3.533 0.806 3.985
C 3.015 1.354 2.827
C 1.761 0.947 2.379
H -4.937 0.089 4.663
H -2.932 0.937 5.843
H -0.699 0.677 4.867
H -2.465 -1.396 1.532
H -4.659 -1.058 2.470
H 1.030 -1.375 4.721
H 3.215 -0.596 5.582
H 4.496 1.130 4.358
H 3.563 2.108 2.277
H 1.353 1.459 1.507
```

Atomic partial charges in e from the Mulliken method, atoms 1 to 6: atom 1 (Zr): 0.951, atom 2 (C): -1.754, atom 3 (C): 1.569, atom 4 (O): -0.695, atom 5 (C): 0.570, atom 6 (C): -0.903

***

The following is a quantum chemistry calculation of a cluster of 3 separate species, C20H18BrF19O5S in total in a non-equilibrium geometry, from OMol25.

Properties
2S+1	1
frontier orbital gap	8.85	eV
SMILES string	O=C(Br)C[C@H]1COC(=O)[C@@]1(S)CCC(F)=C(F)F.FC(F)C(F)(F)COC(F)(F)C(F)F.FC(F)C(F)(F)COC(F)(F)C(F)F

```
64
C20H18BrF19O5S | OMol25 | ωB97M-V/def2-TZVPD
O -2.068 0.778 1.566
C -0.923 0.323 1.210
Br -0.745 -1.628 0.702
C 0.434 1.191 1.150
C 0.835 1.970 2.497
C -0.263 2.961 3.213
O -0.670 2.261 4.458
C -0.158 0.881 4.415
O -0.826 -0.159 4.745
C 1.318 1.108 3.822
S 2.428 2.427 4.630
C 2.336 -0.078 3.508
C 2.538 -1.261 4.554
C 1.892 -1.162 6.002
F 1.223 -2.376 6.503
C 1.900 -0.054 6.932
F 3.043 0.716 7.342
F 0.596 0.335 7.478
H 1.317 0.530 0.768
H 0.273 1.996 0.320
H 1.832 2.525 2.227
H 0.089 4.066 3.364
H -1.144 3.028 2.443
H 1.788 2.717 5.848
H 3.386 0.409 3.316
H 2.066 -0.568 2.477
H 2.163 -2.253 4.057
H 3.691 -1.430 4.693
F 2.200 1.985 -3.966
C 2.041 2.707 -5.095
F 3.045 2.332 -5.931
C 2.091 4.213 -4.843
F 3.310 4.592 -4.380
F 1.940 4.842 -6.048
C 1.003 4.769 -3.907
O 1.374 4.974 -2.537
C 1.289 3.847 -1.682
F 0.637 2.849 -2.317
F 0.486 4.221 -0.654
C 2.654 3.415 -1.134
F 3.518 3.105 -2.127
F 2.537 2.305 -0.359
H 1.096 2.416 -5.564
H 0.773 5.776 -4.272
H 0.058 4.224 -3.995
H 3.104 4.211 -0.534
F -2.890 -3.397 -1.328
C -2.360 -4.488 -0.740
F -1.095 -4.146 -0.374
C -2.336 -5.702 -1.667
F -1.533 -5.485 -2.740
F -1.764 -6.739 -0.981
C -3.710 -6.193 -2.159
O -4.120 -5.761 -3.462
C -4.741 -4.488 -3.541
F -5.024 -4.047 -2.297
F -5.938 -4.696 -4.142
C -3.925 -3.482 -4.361
F -2.689 -3.298 -3.842
F -4.527 -2.265 -4.373
H -2.922 -4.700 0.174
H -3.627 -7.281 -2.255
H -4.497 -6.044 -1.413
H -3.810 -3.822 -5.393
```

Atomic partial charges in e from the Mulliken method, atoms 1 to 6: atom 1 (O): -0.520, atom 2 (C): 0.333, atom 3 (Br): -0.134, atom 4 (C): -0.418, atom 5 (C): -0.224, atom 6 (C): -0.613

***

> The highest 2S+1 belongs to which entry?

C20H17MnO2PS5Sb

***

> Which formula does entry 1 have?

C20H17MnO2PS5Sb